1.
C33H49BClI2N8O2PRb as an isolated structure at a distorted geometry. Source: the Open Molecules 2025 dataset; level of theory: ωB97M-V/def2-TZVPD.

Geometry as XYZ:
```
98
C33H49BClI2N8O2PRb, DFT ωB97M-V/def2-TZVPD
Rb -0.1178 -1.6919 -1.2157
C 4.5114 1.3062 -1.1885
C 3.2117 1.2236 -0.6843
N 2.5476 0.2023 -1.2193
N 3.4029 -0.3766 -2.0952
C 4.5895 0.2675 -2.0920
B 2.9388 -1.6111 -2.9095
N 2.9292 -2.8580 -1.9877
C 4.0740 -3.4734 -1.6153
C 3.7437 -4.5294 -0.7966
C 2.3421 -4.4776 -0.7252
N 1.8663 -3.4668 -1.4379
N 1.5582 -1.2622 -3.5024
C 1.2397 -0.0442 -3.9981
C -0.0041 -0.1388 -4.5808
C -0.3653 -1.4860 -4.4002
N 0.5849 -2.1486 -3.7580
N 3.8694 -1.9630 -4.0924
C 3.6377 -3.0489 -4.8691
C 4.6008 -3.0831 -5.8475
C 5.3990 -1.9582 -5.5802
N 4.9517 -1.2903 -4.5291
H 5.2764 2.0222 -0.9420
H 2.7407 1.8530 0.0558
H 5.3850 -0.0471 -2.7409
H 5.0366 -3.1312 -1.9609
H 4.4087 -5.2464 -0.3455
H 1.6720 -5.1311 -0.1874
H 1.9160 0.7930 -3.9353
H -0.5515 0.6420 -5.0810
H -1.2566 -1.9975 -4.7285
H 2.8014 -3.7011 -4.6708
H 4.7148 -3.8095 -6.6337
H 6.2721 -1.6077 -6.1079
I 1.2205 -4.1681 3.2317
C 2.9622 -3.0811 2.6468
I 2.6244 -1.4937 1.2561
H 3.6273 -3.7864 2.1647
H 3.4003 -2.6745 3.5494
Cl -1.2371 -4.3630 0.0972
C -2.6707 -3.5199 0.7136
C -2.4502 -2.0475 0.3624
O -2.5720 -1.6730 -0.7971
O -2.0753 -1.3346 1.3603
H -2.7282 -3.6675 1.7866
H -3.5476 -3.9047 0.2021
C -5.7109 2.1930 1.2652
C -5.3500 1.3890 0.0178
C -3.8239 1.3164 -0.1606
C -3.1030 1.2914 1.2072
C -3.9924 0.5896 2.2368
C -5.2069 1.4801 2.5351
P -1.3846 0.6157 1.0814
C -0.3803 2.0185 0.2394
C -0.4994 2.0013 -1.2882
C 0.1539 3.2572 -1.8634
C -0.6079 4.5287 -1.4451
C -1.3988 4.3185 -0.1468
C -0.6296 3.4260 0.8244
C -0.5907 0.6713 2.7721
C -0.5104 -0.6839 3.4880
C 0.4540 -0.5922 4.6733
C 0.2254 0.6798 5.5191
C -1.1224 1.3141 5.1916
C -1.1423 1.7669 3.7282
H -6.7900 2.3415 1.3224
H -5.2584 3.1860 1.1867
H -5.7968 1.8419 -0.8683
H -5.7692 0.3832 0.1037
H -3.4944 2.1878 -0.7283
H -3.5656 0.4306 -0.7391
H -2.9622 2.3251 1.5404
H -3.4516 0.3613 3.1571
H -4.3202 -0.3650 1.8276
H -4.9418 2.2232 3.2917
H -6.0011 0.8623 2.9591
H 0.6360 1.6971 0.4834
H -1.5411 1.9541 -1.6125
H 0.0143 1.1253 -1.6768
H 0.1994 3.1841 -2.9512
H 1.1873 3.3007 -1.5084
H -1.2953 4.8334 -2.2370
H 0.1013 5.3478 -1.3081
H -2.3677 3.8646 -0.3690
H -1.6049 5.2801 0.3267
H -1.1598 3.3802 1.7745
H 0.3388 3.8908 1.0361
H 0.4424 0.9313 2.5169
H -0.1636 -1.4471 2.7961
H -1.5005 -0.9959 3.8225
H 1.4790 -0.5957 4.2918
H 0.3385 -1.4875 5.2864
H 1.0083 1.4147 5.3101
H 0.2842 0.4458 6.5829
H -1.3065 2.1774 5.8346
H -1.9273 0.6007 5.3861
H -0.5146 2.6563 3.6498
H -2.1576 2.0673 3.4662
```

Values from the calculation:
gap between HOMO and LUMO (spin up / spin down) = 8.2 / 7.2 eV
2S+1 = 2
LUMO energy (spin up / spin down) = 0.061 / -1.276 eV
energy above the lowest of the compared OMol25 structures with the same formula, charge and spin = 33.1 kJ/mol
net charge = 0

Atomic partial charges in e from the Löwdin method, atoms 1 to 4:
1 Rb 0.901
2 C -0.057
3 C -0.237
4 N -0.047

***

2.
C3H5N3O in the gas phase at a distorted geometry. Source: the Open Molecules 2025 dataset; level of theory: ωB97M-V/def2-TZVPD.

Geometry as XYZ:
```
12
C3H5N3O, DFT ωB97M-V/def2-TZVPD
C 1.0834 -0.0016 0.2210
C 0.2778 1.4459 0.2279
C -1.7004 -0.0190 -0.0733
H 0.7940 2.0850 -0.4469
H -0.0830 1.8746 1.2744
H -2.7561 0.2060 -0.0414
H -1.7224 -1.6738 0.5635
H 0.8097 -2.0517 -0.2848
N -1.1575 1.1857 -0.2600
N -0.9801 -1.2086 -0.1745
N 0.3403 -1.2288 0.2857
O 2.1968 -0.0288 -0.2845
```

Values from the calculation:
gap between HOMO and LUMO = 9.4 eV
2S+1 = 1
LUMO energy = 0.480 eV
SMILES = O=C1CN=CNN1
energy above the lowest of the compared OMol25 structures with the same formula, charge and spin = 433.9 kJ/mol
net charge = 0

Atomic partial charges in e from the Löwdin method, atoms 1 to 4:
1 C -0.369
2 C -0.075
3 C -0.248
4 H 0.079

***

3.
CH5N3 in the gas phase at a distorted geometry. Source: the Open Molecules 2025 dataset; level of theory: ωB97M-V/def2-TZVPD.

Geometry as XYZ:
```
9
CH5N3, DFT ωB97M-V/def2-TZVPD
C -0.6436 0.5191 0.1245
H 0.9995 -0.9756 0.9741
H 1.5818 -1.1934 -0.7089
H 0.8351 1.4966 0.0497
H -1.0373 1.4690 0.5278
H -0.7929 -1.3253 -0.0079
N 1.3148 -0.4498 0.1199
N 0.5371 0.6291 -0.2541
N -1.5268 -0.5488 -0.0918
```

Values from the calculation:
gap between HOMO and LUMO = 9.5 eV
2S+1 = 1
LUMO energy = 0.711 eV
SMILES = [H]/N=C\NN
energy above the lowest of the compared OMol25 structures with the same formula, charge and spin = 388.1 kJ/mol
net charge = 0

Atomic partial charges in e from the Löwdin method, atoms 1 to 4:
1 C -0.374
2 H 0.101
3 H 0.163
4 H 0.102

***

no.,E_tot (Ha)
1,-3321.37375
2,-356.69213
3,-205.24329